Density functional theory data (the ωB97M-V functional and the def2-TZVPD basis) for a 3-piece molecular cluster, C4H15NO2 overall in a non-equilibrium geometry.

Calculated values
multiplicity	1
orbital gap	9.72	eV
HOMO level	-9.16	eV
total energy	-9975.997	eV
charge	0
SMILES	CC(C)CN.O.O

XYZ file:
```
22
C4H15NO2 the ωB97M-V functional and the def2-TZVPD basis
C 0.952 -0.568 0.070
C 0.887 0.975 0.109
C 2.023 1.595 -0.714
C -0.451 1.534 -0.407
N -1.541 1.811 0.524
H 1.469 -1.030 0.908
H 1.428 -0.819 -0.890
H -0.039 -1.003 -0.026
H 0.960 1.294 1.145
H 2.393 2.516 -0.263
H 2.905 0.947 -0.756
H 1.706 1.717 -1.746
H -0.835 0.897 -1.219
H -0.235 2.479 -0.904
H -1.385 2.727 0.925
H -1.604 1.162 1.297
O -0.131 -3.685 -1.580
H -0.945 -3.232 -1.805
H 0.492 -3.032 -1.245
O -1.434 -0.828 1.975
H -2.281 -0.706 1.531
H -1.257 -1.770 2.036
```

***

Density functional theory data (the ωB97M-V functional and the def2-TZVPD basis) for C17H47F3HfN2O12S as an isolated structure in a non-equilibrium geometry.

Calculated values
multiplicity	2
orbital gap (spin up / spin down)	4.00 / 4.35	eV
HOMO level (spin up / spin down)	-10.07 / -10.07	eV
total energy	-66220.269	eV
charge	+1

XYZ file:
```
83
C17H47F3HfN2O12S the ωB97M-V functional and the def2-TZVPD basis
Hf -14.223 13.464 -5.154
C -17.475 10.341 -4.610
C -17.364 11.754 -4.026
O -16.198 12.426 -4.313
H -17.159 10.240 -5.648
H -18.510 10.017 -4.494
H -16.850 9.570 -4.162
H -17.562 11.520 -2.980
H -18.221 12.309 -4.407
C -11.956 10.615 -1.634
F -12.108 9.538 -0.824
F -11.359 11.662 -1.120
F -11.458 10.254 -2.869
S -13.673 11.301 -2.123
O -14.478 10.113 -2.234
O -14.088 12.198 -1.028
O -13.583 12.007 -3.419
C -17.647 6.517 -9.090
O -16.794 6.087 -8.081
C -17.145 6.515 -6.760
C -16.662 5.408 -5.810
N -15.301 5.025 -5.958
C -14.576 4.558 -4.727
C -13.263 3.991 -5.010
O -12.535 3.669 -3.832
C -12.033 4.618 -2.927
H -18.526 5.873 -9.121
H -17.009 6.538 -9.974
H -17.982 7.544 -8.946
H -18.202 6.764 -6.664
H -16.652 7.439 -6.459
H -17.242 4.516 -6.048
H -16.860 5.681 -4.773
H -14.950 5.778 -6.533
H -15.130 3.773 -4.213
H -14.408 5.445 -4.117
H -12.598 4.617 -5.605
H -13.404 3.088 -5.604
H -12.793 4.936 -2.214
H -11.701 5.500 -3.475
H -11.223 4.152 -2.366
C -19.214 16.508 -4.412
O -18.567 15.978 -5.627
C -19.129 16.470 -6.847
C -18.925 15.534 -8.070
N -18.646 14.133 -7.627
C -18.527 13.195 -8.788
C -18.423 11.722 -8.283
O -19.593 11.398 -7.508
C -20.400 10.351 -8.051
H -20.301 16.594 -4.400
H -18.891 17.521 -4.171
H -18.917 15.970 -3.512
H -18.802 17.452 -7.187
H -20.214 16.557 -6.781
H -18.163 15.955 -8.726
H -19.811 15.553 -8.705
H -19.423 14.001 -6.995
H -17.534 13.434 -9.171
H -19.397 13.384 -9.417
H -17.614 11.521 -7.580
H -18.371 11.006 -9.103
H -19.837 9.417 -8.077
H -20.850 10.650 -8.998
H -21.259 10.194 -7.399
O -14.739 14.384 -2.822
H -14.959 15.293 -2.620
H -14.805 13.929 -1.982
O -15.758 13.143 -7.071
H -15.350 12.818 -7.874
H -16.687 13.218 -7.288
O -14.105 8.927 -4.851
H -14.564 9.014 -4.015
H -13.877 7.999 -4.904
C -18.022 14.153 0.349
C -16.946 13.259 -0.373
O -15.764 13.231 0.526
H -17.833 15.226 0.364
H -17.950 13.908 1.409
H -19.037 13.833 0.115
H -16.606 13.764 -1.277
H -17.329 12.262 -0.592
H -15.052 12.771 0.075
```

***

Density functional theory data (the ωB97M-V functional and the def2-TZVPD basis) for one molecule with the formula FH3N2 in a non-equilibrium geometry.

Calculated values
multiplicity	1
orbital gap	10.77	eV
HOMO level	-9.64	eV
total energy	-5742.064	eV
charge	0
SMILES	NNF

XYZ file:
```
6
FH3N2 the ωB97M-V functional and the def2-TZVPD basis
N -0.612 0.522 -0.187
N 0.680 -0.585 0.148
F 0.039 -1.773 -0.141
H -0.278 1.481 0.221
H -0.719 0.710 -1.178
H 0.890 -0.355 1.137
```

***

Density functional theory data (the ωB97M-V functional and the def2-TZVPD basis) for C36H44As2BF2O5Y as an isolated structure in a non-equilibrium geometry.

Calculated values
multiplicity	1
orbital gap	4.64	eV
HOMO level	-10.61	eV
total energy	-177098.787	eV
charge	+2

XYZ file:
```
91
C36H44As2BF2O5Y the ωB97M-V functional and the def2-TZVPD basis
Y -0.040 -1.428 1.647
C -2.897 -2.709 2.471
C -2.057 -3.918 2.339
O -0.888 -3.596 1.448
C 0.037 -4.769 1.348
C 1.139 -4.594 2.379
O 1.452 -3.162 2.287
C 2.743 -2.712 2.902
C 3.098 -1.332 2.406
O 1.892 -0.469 2.466
C 2.013 0.830 3.171
C 0.601 1.095 3.742
O -0.372 0.762 2.692
C -1.742 0.896 3.146
C -2.527 -0.382 3.512
O -1.964 -1.573 2.826
H -3.553 -2.784 3.306
H -3.435 -2.458 1.576
H -2.637 -4.754 1.967
H -1.643 -4.276 3.274
H 0.403 -4.782 0.341
H -0.661 -5.638 1.511
H 2.043 -5.209 2.213
H 0.812 -4.713 3.410
H 3.496 -3.430 2.604
H 2.675 -2.606 3.978
H 3.381 -1.411 1.352
H 3.882 -0.852 2.971
H 2.202 1.620 2.409
H 2.873 0.781 3.852
H 0.542 2.146 3.976
H 0.356 0.468 4.619
H -2.261 1.417 2.376
H -1.859 1.481 4.057
H -3.572 -0.348 3.145
H -2.551 -0.595 4.647
C -1.182 1.921 -1.385
C -0.662 0.765 -2.196
As 0.024 -0.803 -1.184
C 1.743 -0.885 -2.135
C 2.470 0.217 -2.615
C 3.552 0.033 -3.524
C 3.858 -1.236 -4.018
C 3.161 -2.333 -3.435
C 2.232 -2.178 -2.397
C -0.805 -2.109 -2.464
C -0.385 -2.246 -3.798
C -0.722 -3.444 -4.504
C -1.533 -4.406 -3.907
C -2.118 -4.177 -2.657
C -1.669 -3.062 -1.877
As 0.203 3.108 -0.468
C 0.655 4.247 -2.053
C 0.376 3.852 -3.323
C 0.942 4.564 -4.406
C 1.826 5.596 -4.227
C 2.078 6.037 -2.927
C 1.511 5.378 -1.833
C -1.362 4.154 0.135
C -1.526 4.374 1.511
C -2.645 5.012 1.974
C -3.547 5.685 1.150
C -3.255 5.700 -0.205
C -2.172 4.914 -0.723
H -1.823 1.522 -0.548
H -1.806 2.447 -2.090
H 0.170 1.049 -2.798
H -1.439 0.411 -2.872
H 2.343 1.194 -2.134
H 4.063 0.893 -3.972
H 4.514 -1.356 -4.885
H 3.352 -3.328 -3.793
H 1.808 -3.056 -1.930
H 0.226 -1.501 -4.315
H -0.337 -3.571 -5.514
H -1.755 -5.307 -4.460
H -2.861 -4.828 -2.178
H -2.001 -2.967 -0.864
H -0.331 3.068 -3.575
H 0.765 4.135 -5.394
H 2.472 6.014 -5.061
H 2.788 6.878 -2.786
H 1.787 5.706 -0.852
H -0.876 3.802 2.155
H -2.872 4.993 3.048
H -4.471 6.076 1.548
H -3.852 6.206 -0.936
H -1.943 5.014 -1.831
F -0.002 -3.674 6.025
B -0.250 -3.345 4.755
F 0.301 -2.152 4.383
```

***

Density functional theory data (the ωB97M-V functional and the def2-TZVPD basis) for a 2-piece molecular cluster, S2 overall in a non-equilibrium geometry.

Calculated values
multiplicity	1
orbital gap	5.09	eV
HOMO level	-9.90	eV
total energy	-21663.581	eV
charge	0

XYZ file:
```
2
S2 the ωB97M-V functional and the def2-TZVPD basis
S 0.000 0.000 1.498
S 0.000 0.000 -1.498
```

***

Density functional theory data (the ωB97M-V functional and the def2-TZVPD basis) for a 5-piece molecular cluster, C7H11Cl13 overall in a non-equilibrium geometry.

Calculated values
multiplicity	1
orbital gap	11.25	eV
HOMO level	-10.99	eV
total energy	-170229.056	eV
charge	0
SMILES	ClC(Cl)Cl.ClC(Cl)Cl.ClC(Cl)Cl.ClCCCl.ClCCCl

XYZ file:
```
31
C7H11Cl13 the ωB97M-V functional and the def2-TZVPD basis
Cl -32.070 -10.423 16.239
C -31.217 -11.930 15.841
Cl -31.993 -12.706 14.450
Cl -31.302 -13.073 17.225
H -30.174 -11.716 15.660
Cl -30.070 -12.429 22.325
C -30.891 -13.854 21.637
Cl -32.282 -13.358 20.657
Cl -31.378 -14.922 22.943
H -30.195 -14.347 20.974
Cl -25.388 -12.986 17.809
C -27.176 -12.939 17.956
Cl -27.724 -13.849 19.332
Cl -27.898 -13.473 16.448
H -27.398 -11.889 18.094
Cl -24.090 -14.040 14.398
C -24.138 -15.287 15.678
C -23.611 -16.609 15.173
Cl -23.594 -17.787 16.505
H -25.163 -15.414 16.018
H -23.556 -14.911 16.514
H -22.563 -16.543 14.894
H -24.225 -16.977 14.357
Cl -21.911 -11.587 17.714
C -22.216 -12.813 18.961
C -20.926 -13.050 19.752
Cl -21.333 -14.184 21.079
H -22.487 -13.778 18.536
H -23.008 -12.553 19.658
H -20.545 -12.139 20.203
H -20.133 -13.488 19.154
```